Computed, not measured: a molecular structure, C28H26MnN4O6S2Se2, with wB97M-V/def2-TZVPD.

Structure (XYZ):
```
69
Properties=species:S:1:pos:R:3:mulliken_charge:R:1
Mn -0.0675 -0.0423 -0.2782 1.241
O -3.7407 -0.0688 1.2893 -0.737
C -2.6730 0.2731 0.8061 0.354
O -1.7775 -0.4439 0.2887 -0.660
C -2.2306 1.8091 0.8315 0.598
O -2.9720 2.6564 1.2977 -0.768
O -1.0618 1.9514 0.3604 -0.508
Se 0.9094 -1.3933 -3.7636 -0.173
Se -2.0801 -0.7784 -3.4165 -0.164
C -1.6630 0.9863 -2.9745 -0.174
C -2.4781 2.0209 -3.4518 -0.735
C -2.0836 3.3237 -3.2610 -0.315
C -0.8708 3.5666 -2.6232 -0.822
C -0.1482 2.4907 -2.1466 -0.101
N -0.5480 1.2241 -2.2822 0.248
C 0.5396 -2.6490 -2.4308 -0.214
C 0.9246 -3.9818 -2.5968 -0.807
C 0.5038 -4.9219 -1.6820 -0.201
C -0.3119 -4.5071 -0.6357 -0.844
C -0.6167 -3.1609 -0.5318 -0.287
N -0.1808 -2.2413 -1.3864 0.438
H -3.3950 1.7704 -3.9679 0.363
H -2.6992 4.1408 -3.6187 0.346
H -0.5110 4.5746 -2.4868 0.410
H 0.7926 2.6274 -1.6292 0.247
H 1.5255 -4.2519 -3.4554 0.372
H 0.7809 -5.9653 -1.7951 0.356
H -0.7053 -5.2165 0.0786 0.472
H -1.2538 -2.8090 0.2685 0.378
O 1.9947 -1.1760 5.0162 -0.701
C 2.1862 -2.3012 4.3123 0.284
C 2.6436 -3.4365 4.9834 -0.705
C 2.8643 -4.6183 4.3011 -0.304
C 2.6522 -4.6850 2.9322 -0.808
C 2.1863 -3.5757 2.2563 -0.595
C 1.9314 -2.3863 2.9324 0.199
C 1.3277 -1.2629 2.1727 0.755
O 0.8569 -1.5077 1.0322 -0.495
N 1.2999 -0.0854 2.7737 -0.990
N 0.8091 0.9203 1.9876 0.362
C 0.6080 2.0381 2.5444 -0.203
S 0.0817 3.4657 1.6989 0.131
C 0.7888 4.5811 3.0131 -0.752
C 0.3723 3.9944 4.3374 -0.473
S 0.9090 2.2495 4.3090 -0.235
H 1.6742 -0.4804 4.3724 0.707
H 2.8080 -3.3674 6.0496 0.385
H 3.2012 -5.4945 4.8433 0.343
H 2.8355 -5.6080 2.4022 0.409
H 2.0019 -3.6012 1.1897 0.400
H 0.3719 5.5719 2.8371 0.378
H 1.8741 4.6157 2.9239 0.280
H -0.7110 4.0227 4.4566 0.290
H 0.8546 4.4665 5.1937 0.356
C 4.8228 1.9752 -0.5439 -1.674
C 4.1735 1.1196 -1.6406 1.634
C 4.0443 1.9288 -2.9378 -1.662
C 5.0109 -0.1407 -1.8906 -1.704
C 2.8370 0.7182 -1.1952 0.263
C 1.7227 0.3849 -0.8419 0.570
H 5.8334 2.2810 -0.8222 0.415
H 4.8695 1.4080 0.3834 0.355
H 4.2227 2.8653 -0.3669 0.324
H 5.0289 2.1964 -3.3267 0.425
H 3.4787 2.8409 -2.7567 0.337
H 3.5116 1.3437 -3.6843 0.301
H 6.0169 0.1203 -2.2256 0.427
H 4.5307 -0.7548 -2.6490 0.319
H 5.0841 -0.7244 -0.9750 0.335
```

Computed properties:
M: 791.530 g mol⁻¹
Energy above the lowest of the compared OMol25 structures with the same formula, charge and spin: 138.2 kJ/mol
HOMO level (alpha / beta): -1.66 / -2.06 eV
Net charge: -2
Multiplicity: 6
Expectation value of S²: 8.8218
Kohn-Sham gap (alpha / beta): 5.82 / 6.05 eV


Computed, not measured: a molecular structure, C28H26N2O7, with wB97M-V/def2-TZVPD.

Structure (XYZ):
```
63
Properties=species:S:1:pos:R:3:mulliken_charge:R:1
C 2.1933 3.4063 6.7927 -1.216
H 3.1384 3.0142 6.7769 0.497
O 1.7550 3.3909 5.2996 -0.436
C 1.5497 2.2390 4.8665 1.116
C 1.7195 1.1955 5.5439 -0.378
C 1.5670 -0.1904 4.9478 -0.890
C 1.1076 -0.2638 3.7087 0.700
C 1.0172 1.1522 2.8607 -0.372
C 1.2204 2.3062 3.5798 -0.995
H 0.9034 3.1999 3.1052 0.421
H 0.7887 0.9874 1.8339 0.539
C 1.1210 -1.3926 2.8311 -0.344
O 0.4086 -2.2728 3.4365 -0.658
C 1.2690 -1.5603 1.3228 -0.816
C 0.4711 -2.1882 0.5845 1.341
N 0.5148 -2.5305 -0.6087 0.300
C 1.3156 -1.6833 -1.3517 1.490
C 1.5145 -1.7650 -2.7330 -1.058
C 2.5616 -0.9977 -3.6293 -1.460
C 3.4721 -0.3367 -2.7224 0.963
C 3.4047 -0.0771 -1.3786 -0.935
C 2.4808 -1.0560 -0.6022 -0.365
C 2.4005 -0.8476 0.7325 0.745
O 3.1731 -0.2560 1.4678 -0.769
H 4.2191 0.5725 -0.9405 0.382
O 4.3383 0.4297 -3.5962 -0.367
C 5.1745 1.3116 -2.7720 -1.027
H 6.0674 1.6088 -3.7529 0.232
H 4.8396 1.9760 -2.1732 0.466
H 5.8670 0.5837 -2.1539 0.402
H 2.6775 -1.0150 -4.6271 0.566
H 0.8871 -2.1618 -3.4101 0.467
C -0.4401 -3.2682 -1.4683 -1.321
H -1.0502 -3.7982 -0.6471 0.416
H -0.0057 -3.8411 -2.1175 0.575
C -1.3802 -2.4752 -2.2615 0.765
O -1.8703 -2.4771 -3.3365 -0.598
N -1.9499 -1.5600 -1.2917 0.039
C -2.7610 -0.3075 -1.6655 -0.673
C -3.3601 -0.3474 -2.7942 0.145
C -4.5308 0.7048 -3.0506 -0.084
C -4.4761 1.5847 -1.9456 -0.168
C -3.8276 1.7556 -0.8009 0.497
C -3.0493 0.7404 -0.5703 -0.470
H -2.2712 0.6805 0.2614 0.071
O -4.2157 2.7734 -0.1314 -0.433
C -3.5358 2.7569 1.1974 -1.047
H -2.5088 2.8344 1.0315 0.433
H -3.6552 3.7026 1.6214 0.426
H -3.5147 1.8238 1.8857 0.325
H -5.1987 2.6420 -2.3408 0.032
O -5.0874 1.0084 -4.2644 -0.404
C -5.0264 0.0604 -5.4461 -0.741
H -5.7928 0.2860 -6.0026 0.411
H -5.4415 -1.0656 -4.9100 0.248
H -3.9731 -0.2522 -5.6231 0.274
H -3.3652 -0.9100 -3.5645 1.271
H -1.4338 -1.2698 -0.3811 -0.008
H -0.2596 -2.9684 1.0485 0.149
H 1.6203 -1.4179 5.3154 0.117
H 2.1096 1.0438 6.5057 0.470
H 2.2589 4.4644 7.0365 0.278
H 1.5457 3.0597 7.4386 0.464
```

Computed properties:
M: 502.523 g mol⁻¹
Energy above the lowest of the compared OMol25 structures with the same formula, charge and spin: 2081.8 kJ/mol
HOMO level: -8.10 eV
Kohn-Sham gap: 7.08 eV


Computed, not measured: a molecular structure, C28H26N3O2Re, with wB97M-V/def2-TZVPD.

Structure (XYZ):
```
60
Properties=species:S:1:pos:R:3:mulliken_charge:R:1
Re -0.3362 -0.1024 -1.5975 1.321
C -3.5187 -0.6630 -2.3365 -1.131
O -2.5696 -0.1812 -1.3734 -0.088
C -2.9325 -0.2198 -0.0348 1.331
C -4.2230 -0.4268 0.4101 -0.781
C -4.4785 -0.4325 1.7751 -0.777
C -3.4580 -0.2299 2.6910 -0.817
C -2.1641 -0.0340 2.2461 -0.797
C -1.8899 -0.0390 0.8830 -0.117
N -0.5810 0.0748 0.3603 0.624
N 0.3808 0.2696 1.1854 -0.921
C 1.6784 0.3200 0.9019 0.167
C 2.2875 0.1003 -0.3917 0.719
O 1.6155 -0.0503 -1.4975 -0.590
C 3.6974 0.0577 -0.4786 -0.663
C 4.4926 0.2895 0.5977 -0.750
C 3.9475 0.6048 1.8747 0.758
C 4.7748 0.9115 2.9685 -0.957
C 4.2349 1.2670 4.1791 -0.545
C 2.8457 1.3068 4.3335 -0.790
C 2.0183 0.9810 3.2829 -0.421
C 2.5457 0.6274 2.0325 0.628
H -3.7844 -1.6996 -2.1269 0.417
H -4.4095 -0.0363 -2.3390 0.361
H -3.0332 -0.5979 -3.3054 0.327
H -5.0399 -0.5765 -0.2805 0.468
H -5.4887 -0.6079 2.1173 0.440
H -3.6735 -0.2352 3.7499 0.431
H -1.3449 0.1006 2.9359 0.434
H 4.1148 -0.1568 -1.4533 0.514
H 5.5688 0.2647 0.4821 0.426
H 5.8495 0.8781 2.8415 0.427
H 4.8753 1.5204 5.0127 0.411
H 2.4154 1.6080 5.2789 0.424
H 0.9469 1.0150 3.4065 0.368
C -0.7835 4.2912 -0.8054 -1.744
C 0.0994 3.0470 -0.9722 1.770
C 1.5171 3.4575 -1.3709 -1.690
C -0.5293 2.0873 -1.9752 -1.519
H -0.2967 4.9958 -0.1298 0.432
H -1.7573 4.0317 -0.3893 0.411
H -0.9335 4.7860 -1.7659 0.397
H 0.1523 2.5837 0.0207 -0.291
H 1.4787 4.1512 -2.2125 0.431
H 2.1262 2.6009 -1.6634 0.311
H 2.0155 3.9595 -0.5410 0.394
H -0.0668 2.1637 -2.9685 0.618
H -1.6101 2.2401 -2.0467 0.491
N -0.6789 -7.5827 -1.9553 -0.447
C -0.6533 -6.4343 -1.9405 -0.156
C -0.6130 -5.0052 -1.8698 0.515
C -0.8500 -4.3904 -0.6398 -0.883
C -0.7621 -3.0122 -0.5315 -0.162
C -0.4471 -2.2310 -1.6450 0.710
C -0.2396 -2.8602 -2.8772 -0.316
C -0.3205 -4.2388 -2.9959 -0.859
H -1.0927 -4.9922 0.2255 0.469
H -0.9463 -2.5614 0.4358 0.376
H -0.0083 -2.2773 -3.7648 0.420
H -0.1643 -4.7182 -3.9530 0.469
```

Computed properties:
M: 622.742 g mol⁻¹
Energy above the lowest of the compared OMol25 structures with the same formula, charge and spin: 170.4 kJ/mol
HOMO level (alpha / beta): -11.18 / -11.50 eV
Net charge: +1
Multiplicity: 2
Expectation value of S²: 0.8683
Kohn-Sham gap (alpha / beta): 6.20 / 6.16 eV


Computed, not measured: a molecular structure, C28H27Br2IN4O2Ti, with wB97M-V/def2-TZVPD.

Structure (XYZ):
```
65
Properties=species:S:1:pos:R:3:mulliken_charge:R:1
Ti 0.7336 0.0394 -0.2619 -0.411
C -0.1050 2.2218 3.5769 -1.162
C -1.2626 2.0100 2.6493 0.318
N -2.4411 2.5105 2.9614 -0.589
C -3.4849 2.3224 2.1559 -0.960
C -3.4409 1.5698 0.9975 0.528
C -4.6884 1.4711 0.1410 -0.876
O -5.0179 0.1466 -0.2606 -0.552
C -2.1947 1.0032 0.6326 0.469
C -2.1313 0.1673 -0.5491 -0.321
N -1.1009 -0.4011 -1.1030 1.482
C -1.2841 -1.1242 -2.3277 0.356
C -2.4906 -1.0973 -3.0400 -0.809
C -2.6723 -1.8200 -4.2038 -0.965
C -1.6476 -2.5995 -4.7156 -0.715
C -0.4268 -2.6140 -4.0645 -0.580
C -0.2560 -1.8815 -2.9027 0.328
I 1.7280 -1.9376 -2.1082 0.231
C -1.0866 1.2793 1.4602 0.137
O 0.1295 0.8394 1.1189 -0.408
H -0.3721 2.9706 4.3167 0.425
H 0.7820 2.5405 3.0284 0.301
H 0.1301 1.2909 4.0990 0.280
H -4.4097 2.7900 2.4752 0.392
H -4.5292 2.0584 -0.7674 0.306
H -5.5156 1.9337 0.6782 0.542
H -5.7120 -0.2053 0.3059 0.308
H -3.1083 -0.0038 -0.9793 0.714
H -3.3220 -0.4953 -2.7013 0.602
H -3.6224 -1.7608 -4.7161 0.440
H -1.7822 -3.1790 -5.6182 0.436
H 0.3991 -3.1856 -4.4650 0.427
Br 6.2337 -1.2467 3.4168 -0.046
C 4.7355 -0.9252 2.3455 -0.185
C 4.7628 0.0603 1.3664 -1.253
C 3.6326 0.2400 0.6032 -0.608
N 2.4991 -0.4571 0.7727 0.764
C 2.4721 -1.4255 1.7173 0.679
C 3.5820 -1.6844 2.5024 -0.986
C 1.2268 -2.2206 1.8314 1.000
C 1.0618 -3.1956 2.8025 -1.052
C -0.1069 -3.9457 2.8194 -0.291
Br -0.3547 -5.2775 4.1135 -0.065
C -1.0792 -3.6952 1.8625 -0.930
C -0.8388 -2.6947 0.9422 -0.223
N 0.2758 -1.9650 0.9141 0.894
H 5.6437 0.6619 1.1963 0.508
H 3.6381 0.9616 -0.1994 0.547
H 3.5775 -2.4814 3.2290 0.552
H 1.8172 -3.3895 3.5480 0.498
H -1.9981 -4.2625 1.8359 0.477
H -1.5802 -2.4788 0.1834 0.475
C 2.8935 1.9151 -2.6758 -1.260
C 1.7233 2.6053 -1.9723 0.435
C 2.1537 3.4609 -0.7724 -1.309
C 0.5862 1.6180 -1.6365 -0.732
H 3.6755 2.6291 -2.9346 0.416
H 2.5548 1.4463 -3.6014 0.386
H 3.3379 1.1320 -2.0557 0.210
H 1.2968 3.3062 -2.6961 0.493
H 2.9132 2.9854 -0.1537 0.230
H 1.2937 3.6881 -0.1383 0.325
H 2.5741 4.4081 -1.1076 0.423
H 0.2732 1.1589 -2.5839 0.451
H -0.2736 2.2076 -1.2878 0.502
```

Computed properties:
M: 786.129 g mol⁻¹
HOMO level: -14.56 eV
Net charge: +2
Kohn-Sham gap: 7.46 eV


Computed, not measured: a molecular structure, C28H27Cl3N3O3RuS2, with wB97M-V/def2-TZVPD.

Structure (XYZ):
```
67
Properties=species:S:1:pos:R:3:mulliken_charge:R:1
Ru 1.2266 0.0421 -0.4556 -0.104
C 3.6293 2.2173 -0.7589 -1.661
C 2.6296 1.8495 0.2699 1.139
N 2.6690 0.6314 0.8326 0.146
N 2.4677 0.4056 2.1180 -0.843
C 1.7962 -0.6877 2.3911 0.404
S 1.0483 -1.5461 1.1254 -0.114
S 1.7997 -1.3317 4.0272 -0.095
C 0.5399 -0.2217 4.7755 -1.074
C -0.8734 -0.5981 4.4519 0.118
C -1.5825 -1.4714 5.2716 -0.452
C -2.8928 -1.8110 4.9716 -0.665
C -3.5141 -1.2722 3.8524 -0.593
C -2.8156 -0.3961 3.0336 -0.906
C -1.4988 -0.0670 3.3259 0.335
C 1.6566 2.7902 0.7889 0.936
C 1.9881 4.1127 1.1011 -0.833
C 1.0398 4.9517 1.6417 -0.914
C -0.2590 4.4772 1.8442 -0.610
C -0.6139 3.1897 1.5020 -0.778
C 0.3403 2.3327 0.9537 0.527
O -0.0457 1.1174 0.5585 0.478
H 4.1885 1.3526 -1.1074 0.366
H 4.3378 2.9031 -0.2803 0.520
H 3.1536 2.7476 -1.5811 0.358
H 0.7720 0.7983 4.4722 0.351
H 0.7467 -0.3068 5.8419 0.561
H -1.1073 -1.8842 6.1544 0.424
H -3.4356 -2.4861 5.6207 0.392
H -4.5437 -1.5224 3.6306 0.438
H -3.3055 0.0515 2.1764 0.483
H -0.9621 0.6288 2.6901 0.509
H 3.0022 4.4588 0.9449 0.391
H 1.2954 5.9688 1.9045 0.425
H -1.0095 5.1366 2.2607 0.457
H -1.6294 2.8358 1.6248 0.482
Cl 3.0593 0.3548 -7.3038 -0.192
C 2.4746 0.6505 -5.7072 0.335
C 2.8438 -0.1939 -4.6777 -0.944
C 2.3513 0.0773 -3.4164 1.292
Cl 2.8263 -0.9657 -2.0805 -0.098
C 1.5089 1.1467 -3.1099 -0.899
O 1.0776 1.4200 -1.8912 -0.057
C 1.1693 1.9759 -4.1948 0.372
Cl 0.1386 3.3224 -3.8919 -0.183
C 1.6397 1.7349 -5.4694 -0.704
H 3.4966 -1.0372 -4.8559 0.481
H 1.3557 2.3924 -6.2794 0.470
O -0.0076 -1.0274 -1.7519 -0.072
C -1.2451 -1.2043 -1.7792 -0.334
C -2.1443 -1.0500 -0.5986 1.186
C -2.5836 -2.5073 -0.2471 -0.665
C -1.6345 -3.6464 -0.6978 -0.228
C -1.7621 -4.1159 -2.1611 -0.815
C -1.2136 -3.1262 -3.1892 -0.703
N -1.7857 -1.8006 -2.8631 -0.069
H -3.0072 -0.4286 -0.8449 0.473
H -1.6125 -0.5705 0.2175 -1.197
H -3.5749 -2.6984 -0.6658 0.363
H -2.6920 -2.5579 0.8353 0.396
H -1.8429 -4.5056 -0.0602 0.496
H -0.5940 -3.3777 -0.4870 -0.058
H -2.8198 -4.3011 -2.3781 0.281
H -1.2532 -5.0744 -2.2823 0.411
H -1.4822 -3.3958 -4.2077 0.409
H -0.1308 -3.0388 -3.1346 0.238
H -2.7944 -1.8482 -2.8007 0.416
```

Computed properties:
M: 725.105 g mol⁻¹
Energy above the lowest of the compared OMol25 structures with the same formula, charge and spin: 34.0 kJ/mol
HOMO level (alpha / beta): -10.86 / -10.85 eV
Net charge: +1
Kohn-Sham gap (alpha / beta): 5.06 / 5.07 eV


Computed, not measured: a molecular structure, C28H28AsMnN3O, with wB97M-V/def2-TZVPD.

Structure (XYZ):
```
62
Properties=species:S:1:pos:R:3:mulliken_charge:R:1
Mn -0.9648 5.6811 1.0118 0.663
C 0.4524 7.3412 1.8762 -0.477
C 0.8290 7.1878 0.5553 -0.316
C 1.1812 5.9213 0.1591 -0.332
C 1.2616 4.8517 1.0727 0.006
C 0.8694 5.0110 2.4354 -0.466
C 0.4738 6.3046 2.8385 -0.144
H 0.0674 8.2725 2.3027 0.440
H 0.7472 7.9833 -0.1542 0.487
H 1.5085 5.6877 -0.8379 0.451
H 1.6467 3.9441 0.6274 0.396
H 0.9503 4.2164 3.1306 0.482
H 0.2003 6.5091 3.8766 0.471
C -6.7277 5.0742 0.4485 -0.965
N -5.3577 5.1365 0.4795 0.063
C -4.5713 4.4111 -0.5012 -0.546
C -3.1961 4.8244 -0.1735 0.811
O -2.1343 4.5030 -0.6266 -0.626
N -3.2674 5.8024 0.8454 -0.695
C -4.5112 5.9602 1.2121 0.277
N -5.0254 6.6395 2.1987 -0.340
H -7.0743 4.1901 -0.0934 0.356
H -7.1320 6.0449 0.0503 0.375
H -7.1515 5.0325 1.4751 0.350
H -4.9017 4.5142 -1.5325 0.396
H -4.6496 3.3245 -0.2860 0.360
H -4.4626 7.3762 2.6356 0.275
H -6.0262 6.7820 2.2409 0.246
C -1.3956 -7.7633 0.0952 -0.481
C -0.1782 -7.9505 0.8558 -0.644
C 0.7774 -6.9262 0.7372 -0.173
C 0.6608 -5.8828 -0.2063 0.535
C -0.3865 -5.9348 -1.1295 -0.179
C -1.4468 -6.8605 -0.9976 -0.711
As 1.9962 -4.5786 -0.5694 0.186
C 3.3180 -4.0297 0.5391 0.686
C 3.0594 -4.2637 1.9183 -0.242
C 3.9930 -3.8029 2.8011 -0.853
C 5.1412 -3.1352 2.3378 -0.318
C 5.4188 -2.8799 0.9532 -0.792
C 4.4586 -3.3059 0.0667 -0.131
C 1.9320 -3.8534 -2.3244 0.527
C 1.6890 -4.8384 -3.3330 -0.210
C 1.8316 -4.5263 -4.6694 -0.861
C 2.0749 -3.1801 -5.0364 -0.371
C 2.1726 -2.2190 -4.0579 -0.633
C 2.2165 -2.5221 -2.6782 -0.105
H -2.1697 -8.4538 0.2770 0.452
H 0.0570 -8.7137 1.5439 0.458
H 1.6284 -6.9948 1.3808 0.426
H -0.5323 -5.1040 -1.8453 0.487
H -2.2705 -6.7896 -1.6593 0.453
H 2.1321 -4.6770 2.1813 0.568
H 3.8985 -3.9728 3.8594 0.446
H 5.9777 -2.9156 3.0037 0.399
H 6.3052 -2.3547 0.5868 0.440
H 4.5180 -3.1209 -0.9872 0.476
H 1.4353 -5.8393 -3.0611 0.489
H 1.6324 -5.2434 -5.4775 0.392
H 2.1714 -2.9400 -6.0653 0.469
H 2.3344 -1.2021 -4.3611 0.386
H 2.5151 -1.7522 -1.9455 0.426
```

Computed properties:
M: 552.412 g mol⁻¹
HOMO level (alpha / beta): -18.32 / -18.32 eV
Net charge: +4
Multiplicity: 4
Expectation value of S²: 3.7931
Kohn-Sham gap (alpha / beta): 5.74 / 5.92 eV